The following is a quantum chemistry calculation of a single C8H6ClNO3 molecule at a distorted geometry, from the OMol25 dataset.

Each line ends with the Löwdin charge.
Positions of all 19 atoms, in Å:
Cl (-4.216, 0.158, 0.774)  0.742
H (-0.681, -1.834, 1.379)  0.094
H (0.438, 0.256, 2.291)  0.075
C (-1.834, 0.473, -0.438)  -0.086
C (-1.125, 1.573, 0.073)  -0.082
H (1.119, 1.805, 0.323)  0.152
C (0.213, 0.027, 1.352)  -0.006
N (-1.795, 2.621, 0.719)  -0.352
C (-0.763, -0.594, -0.650)  -0.182
H (0.092, 0.661, -2.026)  0.159
O (-2.951, 2.823, 0.414)  0.065
O (-1.249, 3.084, 1.688)  0.117
C (0.437, 0.295, -1.001)  -0.091
O (-3.863, 0.498, -1.717)  0.080
C (-0.429, -0.987, 0.835)  -0.005
C (-3.277, 0.461, -0.673)  -0.767
C (0.280, 1.117, 0.263)  -0.201
H (1.381, -0.216, -0.966)  0.122
H (-0.996, -1.500, -1.291)  0.168

Cartesian forces (eV/Å) of the 2 atoms listed first:
-0.04 -0.16 0.67
-0.75 -1.61 0.44

Computed properties:
HOMO level ... -0.36019 hartree
Charge ... 0
Energy ... -28542.664 eV
SMILES ... O=C(Cl)C1=C([N+](=O)[O-])[C@H]2C=C[C@@H]1C2
Kohn-Sham gap ... 8.798 eV
LUMO energy ... -1.003 eV



The following is a quantum chemistry calculation of a molecular structure, C8H6EuN2O5S at a distorted geometry, from the OMol25 dataset.

Each line ends with the Löwdin spin population.
Positions of all 23 atoms, in Å:
H (4.462, -0.696, 4.501)  0.000
C (1.818, -1.042, -1.527)  -0.002
O (-2.724, 1.450, 2.133)  0.004
C (-1.906, 0.991, 1.482)  -0.002
C (-1.633, -0.984, -1.361)  0.000
C (0.010, -2.206, 1.499)  -0.002
O (2.652, -1.473, -2.197)  0.004
O (-2.428, -1.455, -2.032)  0.003
O (0.033, -3.140, 2.159)  0.003
C (2.474, 0.979, 2.631)  -0.002
N (3.485, 0.087, 2.777)  -0.001
H (4.097, -0.129, 2.004)  0.000
H (2.325, -0.150, 5.423)  0.000
C (4.004, 0.216, 4.129)  0.000
H (1.232, 1.908, 3.985)  0.000
O (-0.085, 3.033, -2.157)  0.004
S (2.261, 1.970, 1.260)  -0.016
N (1.916, 1.178, 3.841)  -0.001
C (2.783, 0.690, 4.902)  0.000
Eu (0.342, 0.197, 0.298)  7.010
H (4.767, 0.997, 4.108)  0.000
C (-0.111, 2.064, -1.527)  -0.002
H (2.988, 1.480, 5.624)  0.000

Cartesian forces (eV/Å) of the 2 atoms listed first:
-0.20 -0.07 0.04
3.91 -2.03 -3.17

Computed properties:
HOMO level (alpha / beta) ... -0.58994 / -0.59333 hartree
Charge ... +2
Energy ... -51759.184 eV
Multiplicity ... 8
Kohn-Sham gap (alpha / beta) ... 7.801 / 8.039 eV
LUMO energy (alpha / beta) ... -8.252 / -8.106 eV
Expectation value of S² ... 15.760



The following is a quantum chemistry calculation of a molecular structure, C8H6F2NO2 at a distorted geometry, from the OMol25 dataset.

Each line ends with the Löwdin charge.
Positions of all 19 atoms, in Å:
C (-0.255, -1.255, -1.276)  -0.118
C (-0.379, 3.061, 1.648)  -0.354
O (0.023, 4.965, 3.588)  0.040
H (-0.509, -2.082, -2.023)  0.102
C (0.602, -1.471, -0.150)  -0.101
F (-1.774, 3.086, 1.577)  -0.005
H (1.338, -0.721, 1.623)  0.078
C (-0.900, -0.039, -1.475)  -0.137
C (0.780, -0.502, 0.801)  -0.023
C (-0.719, 0.941, -0.561)  -0.056
N (0.195, 1.757, 1.498)  0.080
C (0.083, 0.699, 0.559)  -0.200
H (-1.320, 1.801, -0.735)  0.102
C (0.315, 3.831, 3.400)  -0.610
H (-1.595, 0.263, -2.296)  0.113
H (1.005, -2.382, 0.002)  0.053
F (0.121, 3.916, 0.599)  -0.053
O (0.974, 2.936, 3.861)  -0.013
H (0.971, 1.786, 2.152)  0.101

Cartesian forces (eV/Å) of the 2 atoms listed first:
-0.06 -1.76 -1.00
1.06 0.84 1.14

Computed properties:
HOMO level ... -0.15260 hartree
Charge ... -1
Energy ... -19414.235 eV
Kohn-Sham gap ... 7.531 eV
LUMO energy ... 3.379 eV



The following is a quantum chemistry calculation of a single C8H6F3NS molecule at a distorted geometry, from the OMol25 dataset.

Each line ends with the Löwdin charge.
Positions of all 19 atoms, in Å:
F (-3.430, 1.469, 1.059)  0.128
F (-3.385, 1.425, -1.184)  0.097
H (-0.458, 2.902, 0.778)  0.080
C (-0.572, 0.825, 0.014)  -0.220
H (-0.807, -4.557, 0.111)  0.034
H (1.466, -0.012, 0.230)  0.202
S (-2.263, -2.752, -0.129)  1.058
C (-0.778, -3.536, -0.054)  -0.441
C (-0.303, 2.285, -0.087)  -0.002
C (-1.513, -1.235, 0.146)  -0.401
C (-1.760, 0.171, 0.086)  -0.098
F (-4.140, -0.122, 0.017)  0.142
H (-0.983, 2.532, -0.864)  0.071
C (-0.099, -1.367, 0.210)  -0.331
H (0.738, 2.612, -0.309)  0.095
C (-3.121, 0.715, -0.017)  -0.555
C (0.323, -2.692, 0.139)  -0.103
H (1.388, -3.071, 0.041)  0.127
N (0.415, -0.135, 0.197)  0.117

Cartesian forces (eV/Å) of the 2 atoms listed first:
0.78 1.50 0.00
0.98 0.16 1.04

Computed properties:
HOMO level ... -0.29720 hartree
Charge ... 0
Energy ... -28870.648 eV
SMILES ... Cc1[nH]c2ccsc2c1C(F)(F)F
Kohn-Sham gap ... 8.765 eV
LUMO energy ... 0.677 eV



The following is a quantum chemistry calculation of 2 unconnected molecules or ions with the total composition C8H6I2O at a distorted geometry, from the OMol25 dataset.

Each line ends with the Löwdin charge.
Positions of all 17 atoms, in Å:
C (2.489, -1.237, -0.241)  -0.684
C (-2.520, 0.956, 0.057)  -0.031
H (2.206, -1.261, 1.888)  0.101
O (-2.175, 0.847, -1.339)  0.119
C (-0.111, -0.276, -0.396)  -0.189
H (0.189, -0.304, -2.531)  0.134
H (-3.401, 0.404, 0.354)  0.069
H (2.505, -1.141, -2.385)  0.101
C (0.471, -0.578, 0.861)  0.015
C (0.642, -0.509, -1.574)  0.027
C (1.928, -0.977, -1.489)  -0.130
C (1.758, -1.045, 0.930)  -0.127
I (-3.126, -2.702, -0.001)  -0.361
C (-1.380, 0.255, -0.471)  -0.206
I (4.475, -1.921, -0.121)  0.904
H (-2.401, 1.946, 0.478)  0.126
H (-0.109, -0.430, 1.758)  0.132

Cartesian forces (eV/Å) of the 2 atoms listed first:
0.29 -0.11 0.04
-0.30 0.05 1.28

Computed properties:
HOMO level (alpha / beta) ... -0.26421 / -0.27822 hartree
Charge ... 0
Energy ... -26638.986 eV
Kohn-Sham gap (alpha / beta) ... 4.653 / 5.388 eV
LUMO energy (alpha / beta) ... -2.537 / -2.183 eV



The following is a quantum chemistry calculation of 2 unconnected molecules or ions with the total composition C8H6N2 at a distorted geometry, from the OMol25 dataset.

Each line ends with the Löwdin charge.
Positions of all 16 atoms, in Å:
C (0.992, 0.196, -0.357)  -0.147
C (-2.770, -0.113, 1.750)  -0.333
N (-3.692, -0.768, 1.451)  0.140
C (-0.321, 0.279, 0.130)  0.190
C (-0.013, -0.460, -1.021)  -0.144
H (3.039, -0.077, -0.822)  0.087
H (2.494, 1.597, -0.598)  0.103
H (-0.707, -0.632, -2.964)  0.102
H (-1.274, -1.903, -1.886)  0.094
H (2.684, 0.565, 0.811)  0.097
C (-0.905, 1.338, 2.822)  -0.335
C (-1.729, 0.633, 2.069)  -0.044
H (0.411, -1.919, -2.485)  0.090
C (-0.411, -1.291, -2.145)  -0.020
C (2.388, 0.572, -0.238)  -0.019
N (-0.187, 1.983, 3.483)  0.139

Cartesian forces (eV/Å) of the 2 atoms listed first:
-2.03 -0.59 -0.49
-1.16 -0.83 -0.26

Computed properties:
HOMO level (alpha / beta) ... -0.29878 / -0.29940 hartree
Charge ... 0
Energy ... -11365.823 eV
Kohn-Sham gap (alpha / beta) ... 6.585 / 6.581 eV
LUMO energy (alpha / beta) ... -1.545 / -1.566 eV



The following is a quantum chemistry calculation of a single C8H6N2O molecule at a distorted geometry, from the OMol25 dataset.

Each line ends with the Löwdin charge.
Positions of all 17 atoms, in Å:
C (-0.876, -0.718, -0.067)  -0.231
C (-3.381, -0.923, 0.110)  -0.258
C (0.888, 0.819, 0.024)  -0.020
C (-0.468, 0.687, -0.152)  -0.143
H (1.182, 1.808, 0.046)  0.097
C (1.738, -0.218, 0.144)  -0.034
H (1.918, -2.349, -0.108)  0.095
H (2.735, -0.095, 0.276)  0.079
O (-0.322, 3.044, 0.022)  -0.036
C (1.292, -1.509, -0.107)  -0.096
C (-4.321, -1.270, -0.665)  0.029
N (-2.062, -1.041, 0.389)  0.054
H (-0.651, 3.945, 0.081)  0.103
N (-0.018, -1.837, -0.112)  0.131
C (-1.125, 1.823, 0.119)  -0.009
H (-1.879, -1.989, 0.808)  0.174
H (-1.979, 1.932, -0.327)  0.066

Cartesian forces (eV/Å) of the 2 atoms listed first:
2.38 1.32 -0.69
1.53 0.67 -0.81

Computed properties:
HOMO level (alpha / beta) ... -0.32658 / -0.29325 hartree
Charge ... 0
Energy ... -13412.187 eV
Kohn-Sham gap (alpha / beta) ... 7.572 / 5.912 eV
LUMO energy (alpha / beta) ... -1.314 / -2.068 eV



The following is a quantum chemistry calculation of 2 unconnected molecules or ions with the total composition C8H6N2O2 at a distorted geometry, from the OMol25 dataset.

Each line ends with the Löwdin charge.
Positions of all 18 atoms, in Å:
O (3.310, 2.289, -2.095)  0.217
H (-1.512, -1.362, -2.195)  0.101
C (-0.472, -1.391, 1.784)  -0.079
C (-0.675, 0.965, 0.281)  -0.395
C (-0.692, -1.657, 0.483)  0.016
C (-0.535, -0.322, -0.380)  -0.214
C (-0.402, 1.044, 1.704)  -0.033
C (3.608, 1.280, -2.565)  -0.409
C (-0.383, -0.069, 2.492)  -0.014
H (-0.218, -0.031, 3.478)  0.059
O (3.948, 0.252, -3.008)  0.190
H (0.460, -0.465, -0.466)  0.101
H (-0.679, -2.533, -0.018)  0.069
H (-0.400, -2.170, 2.468)  0.073
C (-1.415, -0.398, -1.724)  -0.184
N (-2.109, 0.612, -1.954)  0.155
N (-1.452, 1.850, -0.246)  0.235
H (-0.382, 2.107, 1.962)  0.114

Cartesian forces (eV/Å) of the 2 atoms listed first:
-0.29 0.50 0.12
0.01 -0.20 -0.55

Computed properties:
HOMO level (alpha / beta) ... -0.33654 / -0.32899 hartree
Charge ... 0
Energy ... -15463.275 eV
Kohn-Sham gap (alpha / beta) ... 9.043 / 8.701 eV
LUMO energy (alpha / beta) ... -0.114 / -0.251 eV



The following is a quantum chemistry calculation of a molecular structure, C8H6N2O5STi at a distorted geometry, from the OMol25 dataset.

Each line ends with the Löwdin spin population.
Positions of all 23 atoms, in Å:
N (-1.979, 0.738, 0.141)  -0.033
H (-0.828, -1.971, 1.607)  -0.001
O (0.109, 1.259, -2.623)  0.089
Ti (2.062, 0.480, -0.399)  0.890
H (-3.193, -2.282, 0.469)  -0.003
H (-3.206, -0.428, -1.023)  -0.004
C (-0.930, -0.024, 0.675)  -0.032
C (1.692, -1.367, -0.720)  0.039
O (4.343, 0.379, -2.437)  0.033
H (-2.012, 1.766, 0.220)  -0.002
N (-1.369, -1.308, 1.035)  -0.038
C (3.281, -0.006, 0.990)  0.030
O (4.015, -0.298, 1.826)  0.088
H (-3.219, -1.200, 1.931)  -0.002
C (-3.140, -0.110, 0.039)  -0.006
S (0.383, 0.651, 1.349)  -0.318
O (1.470, -2.478, -0.914)  0.094
C (0.842, 0.966, -1.787)  0.039
O (2.654, 3.439, 0.117)  0.095
H (-4.086, 0.389, 0.344)  0.000
C (2.431, 2.327, -0.077)  0.031
C (-2.805, -1.338, 0.908)  -0.008
C (3.486, 0.417, -1.671)  0.016

Cartesian forces (eV/Å) of the 2 atoms listed first:
3.32 -1.30 1.64
-0.26 0.52 -0.38

Computed properties:
HOMO level (alpha / beta) ... -0.75915 / -0.76537 hartree
Charge ... +3
Energy ... -55524.734 eV
Multiplicity ... 2
Kohn-Sham gap (alpha / beta) ... 4.785 / 5.337 eV
LUMO energy (alpha / beta) ... -15.873 / -15.489 eV
Expectation value of S² ... 1.029



The following is a quantum chemistry calculation of a single C8H6N2OS2 molecule at a distorted geometry, from the OMol25 dataset.

Each line ends with the Löwdin charge.
Positions of all 19 atoms, in Å:
N (-1.072, -0.656, -2.707)  0.024
S (1.511, -0.722, -2.484)  1.061
C (0.647, 0.063, 0.543)  -0.384
H (-1.306, -0.760, -4.757)  0.098
H (-1.592, 1.461, 4.766)  0.080
H (1.479, -0.918, -4.915)  0.057
H (1.152, 1.587, 4.751)  0.114
S (-1.424, 0.609, 2.407)  1.046
O (1.809, 0.269, 0.207)  0.057
C (-0.561, -0.810, -3.974)  -0.241
C (0.229, 0.546, 1.867)  -0.537
H (-0.445, -1.714, -0.037)  0.150
C (-0.100, -0.634, -1.826)  -0.577
C (-0.887, 1.215, 3.953)  -0.375
C (0.820, -0.869, -4.057)  -0.394
H (-1.406, -0.258, -0.134)  0.094
C (-0.394, -0.634, -0.338)  -0.117
C (0.452, 1.322, 3.952)  -0.224
N (1.088, 0.902, 2.783)  0.068

Cartesian forces (eV/Å) of the 2 atoms listed first:
1.11 -0.31 0.54
-0.95 -0.13 -0.19

Computed properties:
HOMO level ... -0.33411 hartree
Charge ... 0
Energy ... -35090.771 eV
SMILES ... O=C(Cc1nccs1)c1nccs1
Kohn-Sham gap ... 8.638 eV
LUMO energy ... -0.453 eV